13
Properties=species:S:1:pos:R:3:forces:R:3 method="wB97M-V/def2-TZVPD" lumo_energy_ha=0.033 total_energy_ev=-9271.7590 e_above_lowest_kj_mol=168.2 gap_ev=8.00 smiles=Nc1ccc(N)o1 homo_energy_ev=-7.09 spin_multiplicity=1
N -1.13373 -2.14514 0.33389 -0.888 -1.135 2.339
C -0.29852 -1.06820 0.14554 0.007 1.046 -0.768
C 0.80952 -0.88071 -0.58184 1.118 -0.035 -0.578
C 1.00737 0.54632 -0.73476 0.598 -0.587 -0.218
C -0.00696 1.09631 -0.05373 0.491 -0.657 -0.806
N -0.40328 2.39891 0.05614 3.419 3.515 1.148
O -0.82222 0.16262 0.46349 -0.614 -0.603 0.572
H -1.68990 -2.05144 1.25386 1.319 -0.419 -1.949
H -0.57029 -3.01834 0.32288 -0.835 0.850 0.184
H 1.45522 -1.60603 -1.04993 -0.195 -0.261 0.163
H 1.80575 1.02153 -1.31922 -0.587 -0.144 0.528
H -0.73747 2.59403 0.98686 -0.813 -0.215 0.348
H 0.58449 2.95014 0.17681 -3.021 -1.354 -0.962